[1]
Below is C47H47GeN2O9RbS4SeTe as an isolated structure, with properties calculated with ωB97M-V/def2-TZVPD.

Each line ends with the Mulliken charge.
Atoms and positions in Å:
O: -2.4714 4.0085 -5.1410  -0.84
C: -0.4574 -0.0688 4.7776  -0.27
S: -0.4873 -6.8482 -2.3310  -0.26
O: -3.6779 -2.3311 -1.1469  -0.77
H: 1.8670 -5.5079 -2.4945  0.40
C: 5.7282 3.2512 -1.3791  -0.37
O: 2.1677 2.7394 -3.3078  -0.68
H: -0.5059 3.2593 3.5444  0.19
C: 5.9701 1.9228 -1.1803  0.20
H: 4.7763 3.6512 -1.7179  0.63
H: 4.2362 -4.8267 -2.5014  0.40
H: -4.0149 -6.1839 -2.2892  0.43
H: 3.2791 2.0156 -0.9651  0.50
C: -3.9690 -1.5875 1.8570  -0.98
H: -2.8085 -1.5982 3.6526  0.25
O: 0.8543 3.7537 -1.5283  -0.44
C: -6.1486 -1.0470 3.5248  -0.53
H: -4.7281 -1.1361 5.1358  0.39
H: -3.9608 2.6561 2.8025  0.59
C: -3.2686 2.0178 2.2567  -0.31
N: 0.8375 -1.8695 -1.7257  0.37
C: 0.2348 -4.1656 -2.1352  0.97
C: -2.1899 -4.9452 -2.2088  -0.37
C: -3.1948 -4.3377 1.1559  -0.49
C: -0.4904 -4.9249 1.2152  -0.52
H: -2.6581 -3.9723 -2.1065  0.50
C: -0.1767 4.9669 -4.4175  -0.41
C: 7.9520 3.3320 -0.7130  -0.37
H: -3.5028 -6.4557 1.2109  0.37
C: -2.9348 -6.1528 -2.2949  -0.77
C: 3.9491 -3.8065 -2.2731  -1.04
C: -0.9160 -3.6031 1.1693  -0.44
C: 1.5235 -0.4741 1.5931  -0.15
C: -5.2401 -1.4194 1.3222  0.29
H: 0.2792 4.0133 4.9387  0.39
H: -1.3072 0.0418 5.4556  0.46
H: -4.2518 -4.1082 1.1138  0.40
H: 6.4982 -0.6962 -1.7875  0.41
Ge: 0.6945 1.4984 4.9378  0.48
H: -6.9922 -0.8285 4.1689  0.37
C: -2.7215 -1.8467 1.0111  2.44
C: -3.8027 -1.4871 3.2377  -0.14
H: 2.5217 -0.9019 1.6877  0.53
O: -2.4399 -0.4655 -0.8972  -0.44
H: -1.0846 -6.9896 1.2582  0.39
C: 4.4987 -1.4933 -1.8175  0.89
C: 1.4969 7.1329 -5.0396  -0.56
C: 3.6429 1.0272 -1.2189  -1.01
H: 2.1583 7.9614 -5.2665  0.36
H: -0.1985 -2.7944 1.1490  0.45
H: -3.7260 3.1701 -1.6320  0.24
Te: -2.3604 3.0732 0.6269  0.17
H: 5.9346 -3.0655 -2.2319  0.39
C: 1.4059 1.5504 6.7761  -1.24
C: -2.2715 -3.2947 1.1339  -0.02
C: -0.0670 -2.8062 -1.8703  -1.45
C: 6.8704 4.0549 -1.1109  -0.70
C: -0.5567 5.9472 -5.3312  -0.51
C: 4.8792 -2.8413 -2.1247  -1.07
Se: 1.6057 1.4533 1.8105  0.00
H: 0.0809 -0.9786 5.0516  0.43
H: 8.9320 3.6936 -0.4463  0.41
H: -0.8467 -0.1911 3.7665  -0.72
H: -2.4844 1.6662 2.9239  -0.20
H: -4.9062 3.1118 -0.2805  0.38
H: 6.8760 5.1306 -1.2135  0.39
C: 1.5617 -4.4896 -2.2753  -1.04
H: 0.8410 -0.9076 2.3190  0.44
H: 0.5942 1.6231 7.5023  0.35
H: 0.5715 -5.1439 1.2245  0.45
C: -6.3221 -1.1473 2.1539  -0.85
C: -2.7710 -5.6563 1.2083  -0.77
O: -0.7341 2.4096 -4.5295  -0.73
C: 3.1430 -1.1598 -1.6725  -0.12
H: -2.4555 -8.2907 -2.4346  0.44
N: 2.7411 0.0903 -1.3673  0.58
C: 1.8901 6.1704 -4.1234  -0.56
C: -2.1491 -7.2593 -2.3670  -0.37
H: -1.5249 5.8392 -5.7975  0.54
S: -1.4233 3.6510 -4.2000  1.39
H: -0.0765 7.7602 -6.3652  0.35
H: -4.0713 1.6177 -0.8311  0.09
C: -2.9849 -1.5209 -0.5073  -0.25
H: -3.7963 1.1497 1.8662  -0.12
C: -4.8793 -1.2200 4.0658  -0.75
C: -3.9892 2.6936 -0.6904  -0.70
C: -1.4151 -5.9579 1.2344  -0.63
H: 1.9769 0.6459 6.9939  0.36
H: 2.8051 2.3458 3.8118  0.45
H: -5.3766 -1.5030 0.2517  0.47
H: -1.1006 -2.4950 -1.7671  0.56
H: 2.8473 6.2456 -3.6293  0.48
C: 0.2606 7.0212 -5.6472  -0.54
O: -1.6840 -0.9974 1.4591  0.69
O: -1.8441 3.7098 -2.8064  -0.50
H: 1.1460 -0.6624 0.5893  -0.72
H: -7.3045 -1.0056 1.7193  0.41
H: 2.8536 0.5894 3.8278  0.38
C: 2.1427 -2.1952 -1.8460  -0.79
H: 2.0633 2.4110 6.9118  0.34
O: 3.0206 4.6814 -2.1231  -0.91
C: 5.4450 -0.4684 -1.6569  -0.75
Rb: -0.2358 1.1348 -2.0392  0.15
C: -0.8415 -5.1574 -2.2265  0.81
H: -1.6019 -0.3499 0.7265  -0.11
C: 2.1982 1.4487 3.6786  -1.04
C: 5.0358 0.8072 -1.3593  0.62
S: 7.5972 1.6572 -0.6601  -0.20
C: -0.2997 3.1485 4.6096  -1.06
H: -1.2521 3.1471 5.1417  0.36
S: 1.8334 3.9595 -2.5832  1.51
C: 1.0802 5.0854 -3.7952  -0.04
C: 2.5534 -3.5056 -2.1353  0.95

Values from the calculation:
total energy: -8969.32745 Eh
orbital gap: 6.07 eV
energy relative to the best compared isomer or geometry (same formula, charge and spin): 0.0 kcal/mol
E_LUMO: 3.284 eV
highest occupied orbital energy: -0.10252 Ha
net charge: -2

[2]
Below is C47H47IrN3O3P2S as an isolated structure, with properties calculated with ωB97M-V/def2-TZVPD.

Each line ends with the Mulliken charge.
Atoms and positions in Å:
H: 2.9129 5.6272 3.6827  0.44
H: 2.6363 1.2235 -3.9524  0.56
C: -1.2590 3.4658 -2.6827  -0.49
H: 4.9195 0.4333 -4.5038  0.35
H: -2.3580 6.3626 -1.3512  0.48
H: -2.8839 -4.9499 -3.9200  0.50
H: 1.1349 -3.9779 -0.7244  0.47
C: -1.9866 -3.6933 -2.4438  -1.07
C: -1.2991 -3.0956 0.8693  1.11
H: -5.6519 -1.3428 -0.7852  0.54
C: -4.9192 1.8915 2.8562  -0.61
C: -3.0675 3.9633 2.8788  -0.28
H: 2.2547 -0.4221 -3.3924  0.24
H: 5.8797 -0.3880 -3.2516  0.37
C: 3.6560 -1.7673 -1.2879  0.99
C: -1.0150 -4.1418 -4.5957  -0.86
C: -4.6068 0.2129 -1.8289  -0.94
H: -2.1014 5.0706 0.7105  0.38
C: 3.0586 -4.4902 -1.4594  -0.91
C: -2.0369 -4.3248 -3.6740  -1.02
C: 4.0767 -0.3191 -1.2547  -1.70
C: -1.4518 -3.3570 3.2736  -0.54
C: 2.2414 4.5575 1.9458  -0.70
C: 2.3727 -2.2180 -0.9029  0.16
H: 2.8105 -5.5402 -1.5376  0.55
H: -2.1986 -5.2483 3.9624  0.45
C: -1.1376 2.7363 -1.5004  0.89
H: -6.1795 3.2164 3.9742  0.42
H: 3.0922 4.8479 1.3425  0.46
C: -2.7458 2.7568 2.2520  0.77
C: -2.0921 -5.1640 1.8250  -0.71
C: 0.1296 3.4018 2.1623  0.49
C: -2.0052 5.3413 -1.4036  -0.87
C: -0.8918 -2.8939 -2.0975  0.93
H: -3.3194 1.6955 -2.6771  0.56
C: 2.5295 -0.3686 2.6174  0.71
C: 4.8795 -0.2386 -3.6499  -0.86
H: 2.7019 -2.2304 3.4886  0.29
H: 4.3978 1.3242 -2.4370  0.37
H: -4.5529 5.0746 3.9454  0.44
C: 3.4547 1.5574 3.6432  -0.61
H: 4.4407 -1.1892 -3.9386  0.43
H: 2.0183 0.9642 -2.2949  -0.16
C: -1.1348 -2.5870 2.1678  -1.27
H: -0.7730 -1.5725 2.3163  0.57
C: 0.0496 -3.3109 -4.2852  -0.63
H: 3.4703 1.9632 2.6367  0.22
C: 0.1077 -2.6916 -3.0466  0.53
Ir: 1.1063 -0.9914 0.0834  1.15
C: -1.9403 -4.6481 3.1008  -0.87
C: -4.6899 -0.9062 -1.0141  -1.05
O: 3.2021 0.1203 3.6075  -0.46
H: -1.8549 -4.8422 -0.2683  0.48
C: -1.6927 4.7799 -2.6312  -1.02
C: -1.7648 -4.3992 0.7112  -0.68
H: -2.8258 -3.8087 -1.7723  0.54
H: -1.0643 -4.6270 -5.5608  0.44
H: 2.6700 2.0250 4.2288  0.31
O: 0.2560 0.6578 -0.6198  0.51
H: -2.3551 4.7785 2.9052  0.48
H: 2.4603 -2.9606 1.1786  0.55
C: 0.0718 3.7878 3.5006  -0.59
C: 2.6275 0.5545 -3.0949  -0.33
O: 2.0837 0.2637 1.6485  -0.79
C: -2.2343 0.2443 -1.5168  1.02
H: 4.4156 1.6655 4.1341  0.35
C: 1.0599 4.6057 4.0362  -0.84
H: -1.7797 5.3570 -3.5412  0.46
H: -0.7503 3.4655 4.1271  0.61
H: 5.0918 -4.7485 -2.1044  0.46
C: -1.4099 3.2846 -0.2395  -0.17
H: -1.0030 3.0143 -3.6337  0.52
N: 2.3204 -1.7001 2.7174  -0.46
H: 0.9562 -2.9204 1.8996  0.43
C: 4.3297 -4.0497 -1.7898  -1.20
H: 5.1093 -0.2197 -0.9203  0.69
H: 3.4371 0.2667 -0.5908  0.12
H: -3.4424 0.7866 1.7590  0.18
C: -4.3053 4.1312 3.4782  -0.97
H: -1.3195 -2.9550 4.2691  0.53
C: -3.6847 1.7268 2.2447  -0.59
C: 2.1447 4.9919 3.2622  -0.59
C: 2.1074 -3.5907 -1.0035  0.49
C: -5.2264 3.0915 3.4783  -0.65
H: 0.8342 -3.1453 -5.0116  0.53
H: -3.6114 -2.3714 0.1071  0.53
P: -1.1866 2.4063 1.3871  1.07
P: -0.8409 -1.9997 -0.5053  0.72
H: 0.9733 4.9521 5.0578  0.44
N: 4.0189 0.3897 -2.5999  0.01
N: 1.7576 -2.3559 1.6090  -0.59
H: 0.9359 -2.0424 -2.8084  -0.35
H: -5.6377 1.0830 2.8509  0.45
C: -1.8555 4.6049 -0.2343  -0.52
C: -3.3749 0.8009 -2.0715  -0.85
C: 1.2376 3.7721 1.3980  -0.53
S: -0.6756 1.0639 -1.8012  -0.01
C: 4.6166 -2.7043 -1.6910  -0.43
H: -5.4984 0.6425 -2.2631  0.46
H: 1.3053 3.4639 0.3596  0.20
C: -3.5363 -1.4839 -0.5067  -0.49
H: 5.6207 -2.3645 -1.9158  0.56
C: -2.2828 -0.9385 -0.7895  0.84
H: -2.4645 -6.1699 1.6878  0.49

Values from the calculation:
total energy: -3393.51922 Eh
orbital gap: 6.39 eV
energy relative to the best compared isomer or geometry (same formula, charge and spin): 72.5 kcal/mol
E_LUMO: -7.986 eV
highest occupied orbital energy: -0.52818 Ha
net charge: +3

[3]
Below is a 8-piece molecular cluster, C47H48N8O2 overall, with properties calculated with ωB97M-V/def2-TZVPD.

Each line ends with the Mulliken charge.
Atoms and positions in Å:
H: 5.0731 -2.4256 -0.0091  0.37
C: -2.7754 1.2441 -1.9737  1.35
H: -2.4093 1.1196 9.3259  0.39
C: -3.0331 -0.3811 7.9195  -0.46
H: -3.2438 6.5503 3.2437  0.38
C: 7.7816 -3.9488 -1.3280  -0.46
H: -10.9697 2.8701 10.2804  0.37
H: -3.4417 -0.5922 -2.9786  0.29
C: 1.6213 -0.5788 -2.5679  -0.72
H: 12.1508 -0.7454 -6.3099  0.36
H: -2.1723 -1.0204 8.0597  0.38
N: -3.7392 -1.9046 1.2935  -0.59
H: 3.3823 -1.5502 -3.2580  0.47
H: -8.1996 0.7134 7.8231  0.38
H: 8.7854 -4.2778 -1.0907  0.41
C: 0.9665 0.6337 -2.3301  0.72
C: 4.1312 -3.6796 -8.3317  -0.47
H: -4.7649 -0.1998 4.0116  0.55
C: -4.0333 -0.7348 7.0271  -0.22
C: -2.5962 -1.2481 1.0760  -0.53
C: -1.3508 1.7525 -1.9606  -1.21
H: -5.0913 0.5322 -4.2908  0.39
H: 1.1114 -1.4999 -2.3370  0.44
H: 1.1301 2.7793 -2.4209  0.43
C: -4.4758 -1.5150 2.3344  -0.45
C: 3.0058 -4.3349 -6.3328  -0.58
C: -2.9374 0.1970 2.9400  -0.38
C: 3.5391 0.6029 -3.4154  -0.56
C: 5.3093 -4.1294 -7.7534  -0.21
H: -9.9121 0.7051 9.6265  0.35
C: -9.6380 1.6296 9.1374  -0.58
C: -1.7565 5.1048 3.8087  -0.41
H: 7.8263 -4.6300 -3.3736  0.56
O: -3.8238 3.3229 -1.2648  -0.48
C: 1.6138 1.8332 -2.6158  -0.37
C: -8.8758 3.8801 7.8403  -0.23
H: 6.2507 -4.0655 -8.2881  0.40
C: -9.8345 3.9850 8.8363  -0.42
H: -4.4368 2.5218 8.9236  0.39
H: -5.5496 1.3177 -2.2532  0.32
H: -1.1553 2.2098 -2.9302  0.45
N: -4.9537 1.9766 -2.7500  -0.50
H: 7.3679 -3.1478 0.6291  0.39
H: -1.5697 5.5247 4.7877  0.38
N: 5.3738 -4.6592 -6.5336  -0.46
H: -2.9941 0.6781 -1.0674  -0.10
H: -2.6275 1.0163 3.5768  0.47
H: 8.8859 -2.0366 -3.8421  0.36
H: 4.1372 -3.2559 -9.3264  0.36
H: 10.8238 -0.5046 -4.2080  0.38
H: 2.0174 -3.4452 -8.0211  0.39
C: 2.9564 -3.7860 -7.6043  -0.18
H: -2.0222 -1.5784 0.2272  0.72
C: -3.8433 2.3256 -1.9198  -0.19
O: -0.8073 -0.3973 -1.1913  -0.53
C: -3.1524 0.4261 -3.2127  -0.75
H: -8.5476 4.7585 7.2951  0.36
H: 4.3214 -5.1895 -4.8606  0.66
C: -2.8858 5.0911 1.7076  -0.68
C: 4.2351 -4.7535 -5.8494  -0.28
H: 3.3973 2.7380 -3.3833  0.39
C: -10.2231 2.8323 9.4975  -0.12
C: 6.9980 -3.3218 -0.3719  -0.39
H: 5.5272 -3.8308 -3.8266  0.54
H: -1.2032 2.4782 -1.1643  0.32
C: 11.3030 -1.3859 -6.1087  -0.28
C: -2.1465 3.9650 1.3795  0.23
C: -5.2360 1.1431 7.4849  -0.44
C: -4.1249 -0.4755 3.1828  -0.39
C: 2.8945 1.8096 -3.1588  -0.71
C: 5.9680 -3.6999 -2.8473  -0.16
H: -10.2642 4.9458 9.0840  0.35
C: 10.5652 -1.2557 -4.9435  -0.48
C: -2.6849 5.6710 2.9491  -0.31
H: 4.5244 0.5818 -3.8525  0.45
C: -0.4072 0.5786 -1.7768  0.44
C: 7.2544 -4.1451 -2.5942  -0.62
C: 10.9276 -2.3619 -7.0196  -0.28
C: -3.1684 0.8069 8.6200  -0.18
H: -1.2226 0.3028 1.6409  0.42
C: -4.3387 1.1716 -3.8527  -0.65
C: 5.7191 -2.9178 -0.7280  -0.34
C: 9.2001 -3.0498 -5.7113  -0.20
N: -5.1202 0.0023 6.8033  -0.46
H: 11.4765 -2.4948 -7.9455  0.35
C: -1.0671 3.9798 3.3837  -0.31
H: -6.1317 1.7190 7.2822  0.81
H: -0.3302 3.5075 4.0251  0.38
H: -5.3963 -2.0679 2.4908  0.38
H: -3.9669 -1.6542 6.4549  0.41
H: -3.9892 1.9122 -4.5666  0.29
N: 5.1999 -3.0964 -1.9414  -0.34
N: -8.2998 2.7342 7.4821  -0.48
H: -2.2824 3.4819 0.4227  0.23
H: 2.1146 -4.4356 -5.7288  0.38
H: 8.3658 -3.7340 -5.5919  0.43
N: 9.8977 -3.1858 -6.8377  -0.50
H: -3.6002 5.4960 1.0044  0.42
N: -1.2480 3.4076 2.1943  -0.28
C: -8.6852 1.6337 8.1306  0.03
C: -4.2918 1.5870 8.3995  -0.62
C: 9.4903 -2.1048 -4.7367  -0.14
C: -2.1551 -0.1966 1.8671  -0.20
H: -2.3214 0.4379 -3.9174  0.32
C: 2.9037 -0.5959 -3.1045  -0.34

Values from the calculation:
total energy: -2408.26603 Eh
SMILES string: O=C(C[C@@H]1CCNC1=O)c1ccccc1.c1ccncc1.c1ccncc1.c1ccncc1.c1ccncc1.c1ccncc1.c1ccncc1.c1ccncc1
orbital gap: 9.39 eV
E_LUMO: 0.369 eV
highest occupied orbital energy: -0.33151 Ha